Formula: C39H44As2Cl2IrN2O12SSe
Source: the Open Molecules 2025 dataset
Level of theory: ωB97M-V with the def2-TZVPD basis set

Summary:
Energy above the lowest of the compared OMol25 structures with the same formula, charge and spin in kcal per mole: 79.8
Energy in eV: -294432.2630
Strongest force on any atom in eV Å⁻¹: 2.595

```
! wB97M-V def2-TZVPD RIJCOSX def2/J DEFGRID3
* xyz 2 2
Ir 0.043 0.301 1.449
C 1.613 -0.549 5.488
C 1.228 0.484 4.477
O 1.524 0.353 3.268
N 0.569 1.558 4.898
C 0.101 2.588 3.977
C -1.307 2.282 3.550
C -2.383 2.901 4.157
C -3.674 2.536 3.808
C -3.852 1.544 2.862
C -2.739 0.970 2.279
N -1.489 1.336 2.606
H 2.467 -1.109 5.116
H 0.773 -1.238 5.603
H 1.850 -0.113 6.457
H 0.268 1.596 5.860
H 0.758 2.592 3.112
H 0.158 3.554 4.473
H -2.209 3.665 4.903
H -4.524 3.018 4.274
H -4.839 1.213 2.572
H -2.838 0.203 1.527
Cl -1.400 -7.041 1.727
C -1.192 -5.331 1.851
C -1.389 -4.700 3.081
C -1.225 -3.340 3.196
Cl -1.471 -2.571 4.734
C -0.884 -2.526 2.098
O -0.850 -1.223 2.309
C -0.658 -3.195 0.883
C -0.199 -2.490 -0.276
O 0.092 -1.296 -0.318
C -0.824 -4.585 0.766
H -1.665 -5.287 3.948
H -0.053 -3.093 -1.181
H -0.645 -5.064 -0.190
C 4.079 3.521 -0.647
O 2.895 3.347 0.164
C 2.168 2.273 0.136
O 1.200 2.239 0.918
C 2.528 1.044 -0.628
C 2.538 0.931 -1.951
As 3.030 -0.653 -3.011
C 1.251 -0.936 -3.795
C 2.877 -2.050 -1.641
C 2.898 -1.940 -0.318
As 2.524 -0.358 0.725
C 4.215 0.048 1.572
C 2.901 -3.174 0.537
O 3.172 -4.279 0.170
O 2.548 -2.843 1.795
C 2.444 -3.928 2.742
C 2.760 -3.391 -2.331
O 1.738 -4.026 -2.325
O 3.835 -3.641 -3.063
C 3.852 -4.881 -3.809
C 2.239 2.134 -2.811
O 1.539 3.063 -2.486
O 2.836 2.029 -3.989
C 2.652 3.126 -4.912
H 3.795 3.889 -1.628
H 4.641 2.595 -0.735
H 4.668 4.273 -0.136
H 1.103 -0.222 -4.603
H 0.479 -0.825 -3.034
H 1.212 -1.942 -4.211
H 4.986 0.058 0.806
H 4.433 -0.723 2.308
H 4.156 1.011 2.078
H 1.743 -3.598 3.504
H 3.420 -4.127 3.179
H 2.079 -4.823 2.244
H 4.472 -4.699 -4.679
H 2.844 -5.163 -4.097
H 4.288 -5.658 -3.187
H 3.175 2.836 -5.816
H 3.079 4.037 -4.498
H 1.594 3.280 -5.106
O -1.448 0.953 -0.220
S -0.794 1.917 -1.243
C -1.110 3.574 -0.568
C -2.548 3.897 -0.941
C -2.654 3.518 -2.414
C -2.082 2.104 -2.519
H -0.394 4.239 -1.056
H -0.901 3.524 0.498
H -2.787 4.946 -0.769
H -3.229 3.285 -0.344
H -2.066 4.212 -3.017
H -3.683 3.542 -2.771
H -1.641 1.877 -3.489
H -2.824 1.345 -2.272
Se -3.234 -1.375 -0.544
C -4.376 -0.523 -1.764
C -5.282 0.452 -1.327
C -6.092 1.106 -2.241
C -6.010 0.793 -3.594
C -5.116 -0.176 -4.034
C -4.301 -0.834 -3.126
H -5.343 0.688 -0.272
H -6.796 1.854 -1.900
H -6.651 1.300 -4.304
H -5.058 -0.423 -5.086
H -3.604 -1.590 -3.461
*
```

These are the Löwdin partial charges, in e, on atoms 1 to 6: 1.27 0.03 -0.48 -0.15 0.12 -0.08

Formula: C39H44Br2Cl48F4N6O4
Source: the Open Molecules 2025 dataset
Level of theory: ωB97M-V with the def2-TZVPD basis set

Summary:
Energy in eV: -810316.5959
Strongest force on any atom in eV Å⁻¹: 3.030

```
! wB97M-V def2-TZVPD RIJCOSX def2/J DEFGRID3
* xyz 0 1
N 4.194 -1.522 3.074
C 4.853 -2.310 2.345
N 4.559 -3.663 2.285
N 5.968 -1.859 1.557
C 5.774 -2.112 0.103
C 5.692 -0.822 -0.693
C 4.306 -0.186 -0.779
C 3.171 -1.201 -1.070
C 1.947 -0.420 -1.429
C 1.750 -0.210 -2.746
C 0.691 0.492 -3.134
C -0.174 1.029 -2.213
C 0.005 0.838 -0.893
C -0.938 1.453 0.102
C -1.792 0.445 0.874
C -3.240 0.850 0.960
F -3.757 0.169 2.008
Br -4.210 0.272 -0.616
C -3.422 2.341 1.279
F -3.465 3.103 0.222
F -2.505 2.725 2.143
Br -5.166 2.613 2.151
C 1.079 0.070 -0.514
C 1.300 -0.224 0.948
C 0.515 -1.501 1.347
C 1.340 -2.781 1.348
C 0.435 -3.935 1.789
N -0.466 -4.226 0.660
C -1.232 1.769 -3.001
O -1.876 2.734 -2.734
N -1.220 1.036 -4.288
C -1.894 -0.169 -4.131
O -2.988 -0.208 -3.615
N -1.267 -1.353 -4.537
C -2.121 -2.466 -4.370
O -2.017 -3.257 -3.477
F -3.075 -2.616 -5.283
C 0.215 0.836 -4.505
O 0.823 0.926 -5.530
H 4.575 -0.590 2.980
H 5.397 -4.206 2.434
H 3.886 -3.881 3.006
H 6.737 -2.438 1.860
H 4.959 -2.804 -0.068
H 6.667 -2.628 -0.230
H 6.107 -0.977 -1.682
H 6.330 -0.113 -0.182
H 4.291 0.499 -1.617
H 4.066 0.363 0.121
H 3.055 -1.799 -0.185
H 3.490 -1.801 -1.910
H 2.417 -0.613 -3.487
H -0.355 2.078 0.764
H -1.568 2.139 -0.441
H -1.443 0.408 1.896
H -1.742 -0.545 0.467
H 0.941 0.613 1.532
H 2.363 -0.321 1.097
H 0.063 -1.414 2.329
H -0.239 -1.651 0.596
H 1.551 -3.006 0.315
H 2.229 -2.702 1.954
H -0.151 -3.676 2.667
H 1.060 -4.800 1.956
H -1.337 -3.733 0.758
H -0.616 -5.215 0.547
H -0.883 -1.305 -5.476
C -2.854 -0.381 4.940
Cl -2.403 0.320 6.495
Cl -1.403 -0.775 4.009
Cl -3.863 -1.808 5.163
H -3.426 0.350 4.383
C 4.337 1.696 -4.990
Cl 5.020 2.551 -6.374
Cl 5.095 0.109 -4.798
Cl 4.517 2.644 -3.512
H 3.279 1.545 -5.171
C 1.141 4.685 -5.569
Cl 2.659 5.492 -5.217
Cl 1.219 3.927 -7.161
Cl 0.806 3.477 -4.324
H 0.345 5.418 -5.566
C 0.320 -2.129 8.052
Cl 0.824 -1.478 9.614
Cl 1.724 -2.470 7.021
Cl -0.673 -3.576 8.244
H -0.274 -1.376 7.561
C -2.037 6.582 0.687
Cl -0.851 6.300 1.957
Cl -2.135 8.311 0.334
Cl -1.640 5.666 -0.763
H -3.004 6.253 1.045
C 3.485 9.138 -7.635
Cl 3.382 10.134 -6.182
Cl 5.152 8.642 -7.933
Cl 2.433 7.730 -7.501
H 3.154 9.732 -8.475
C 8.500 -5.300 3.772
Cl 8.786 -3.650 3.212
Cl 7.826 -5.299 5.397
Cl 7.432 -6.155 2.653
H 9.449 -5.818 3.796
C 1.194 -8.220 1.285
Cl 1.863 -9.242 0.014
Cl 2.267 -6.861 1.620
Cl -0.410 -7.635 0.847
H 1.101 -8.814 2.183
C -2.301 5.686 5.505
Cl -1.291 5.478 6.938
Cl -2.076 4.351 4.380
Cl -3.999 5.838 5.958
H -2.000 6.599 5.009
C 3.735 -5.526 5.708
Cl 5.305 -4.730 5.594
Cl 3.046 -5.779 4.101
Cl 3.865 -7.051 6.581
H 3.068 -4.879 6.263
C -6.429 -0.514 -6.475
Cl -6.026 1.193 -6.674
Cl -7.180 -0.799 -4.907
Cl -7.478 -1.065 -7.783
H -5.511 -1.083 -6.515
C -6.823 -2.803 2.520
Cl -5.932 -1.743 1.439
Cl -5.894 -4.276 2.823
Cl -7.139 -1.952 4.030
H -7.765 -3.085 2.070
C -8.551 4.225 0.320
Cl -8.291 4.984 1.895
Cl -7.054 3.522 -0.282
Cl -9.820 3.003 0.421
H -8.873 4.989 -0.374
C -6.462 6.994 -4.953
Cl -7.070 5.338 -4.944
Cl -4.908 7.083 -5.782
Cl -7.632 8.086 -5.696
H -6.315 7.303 -3.930
C -2.580 3.512 -9.148
Cl -1.527 4.499 -10.166
Cl -1.645 2.280 -8.302
Cl -3.499 4.512 -8.029
H -3.290 3.007 -9.788
C 1.937 -5.724 10.605
Cl 2.049 -4.499 9.343
Cl 2.628 -7.244 10.039
Cl 2.739 -5.177 12.079
H 0.892 -5.890 10.831
*
```

These are the Löwdin partial charges, in e, on atoms 1 to 6: 0.15 -0.57 0.11 0.03 -0.20 -0.18

Formula: C39H44ClCoN6O3
Source: the Open Molecules 2025 dataset
Level of theory: ωB97M-V with the def2-TZVPD basis set

Summary:
Energy above the lowest of the compared OMol25 structures with the same formula, charge and spin in kcal per mole: 0.0
Energy in eV: -106384.1012
Strongest force on any atom in eV Å⁻¹: 1.693

```
! wB97M-V def2-TZVPD RIJCOSX def2/J DEFGRID3
* xyz 1 2
Co 0.850 -0.281 -0.533
C 1.362 6.029 2.420
C 0.939 4.684 1.892
C -0.373 4.402 1.607
C -0.782 3.149 1.094
C -2.122 2.959 0.754
N -2.643 1.862 0.262
C -4.051 1.744 -0.059
C -4.300 1.092 -1.420
C -3.714 1.865 -2.601
N -2.280 1.649 -2.727
C -1.537 2.238 -3.635
C -0.209 1.891 -3.896
C 0.498 2.492 -4.961
C 1.761 2.088 -5.321
C 2.482 2.722 -6.482
C 2.349 1.034 -4.606
C 1.724 0.427 -3.526
C 2.373 -0.668 -2.849
N 2.016 -1.226 -1.748
C 2.906 -2.280 -1.273
C 3.532 -1.906 0.078
C 3.744 -0.412 0.217
N 2.474 0.313 0.356
C 2.588 1.458 0.946
C 1.550 2.422 1.174
C 1.886 3.675 1.672
C 0.187 2.110 0.877
O -0.176 0.973 0.457
C 0.438 0.879 -3.104
O -0.133 0.403 -2.081
H 0.565 6.762 2.309
H 2.241 6.396 1.889
H 1.621 5.963 3.478
H -1.130 5.162 1.772
H -2.800 3.797 0.894
H -2.027 1.040 0.161
H -4.493 2.742 -0.041
H -4.551 1.147 0.709
H -5.379 1.018 -1.557
H -3.881 0.084 -1.417
H -3.914 2.935 -2.489
H -4.211 1.534 -3.517
H -1.807 0.908 -2.195
H -2.016 3.004 -4.239
H 0.009 3.276 -5.530
H 2.108 3.727 -6.671
H 2.338 2.129 -7.388
H 3.553 2.779 -6.293
H 3.333 0.679 -4.893
H 3.271 -1.042 -3.348
H 3.707 -2.446 -2.002
H 2.342 -3.208 -1.179
H 4.489 -2.420 0.182
H 2.888 -2.223 0.887
H 4.282 -0.028 -0.658
H 4.363 -0.223 1.098
H 3.581 1.757 1.292
H 2.930 3.881 1.881
C -4.226 -2.316 0.423
C -2.930 -2.155 -0.342
O -2.406 -1.065 -0.513
N -2.467 -3.301 -0.892
C -1.138 -3.446 -1.503
C -0.138 -3.890 -0.450
C 0.251 -5.222 -0.379
C 1.059 -5.636 0.670
C 1.377 -4.722 1.657
C 0.934 -3.415 1.511
N 0.248 -2.982 0.457
H -4.444 -1.401 0.967
H -4.163 -3.136 1.138
H -5.041 -2.527 -0.271
H -2.896 -4.161 -0.590
H -0.842 -2.481 -1.917
H -1.222 -4.190 -2.293
H -0.096 -5.930 -1.121
H 1.414 -6.657 0.722
H 1.968 -5.006 2.517
H 1.122 -2.676 2.281
Cl -2.389 -2.753 4.006
C -1.062 -2.100 4.907
C -0.876 -2.515 6.206
C 0.196 -2.029 6.947
C 1.079 -1.113 6.372
C 0.890 -0.687 5.082
C -0.186 -1.168 4.279
C -0.317 -0.759 2.960
H -1.563 -3.224 6.649
H 0.340 -2.362 7.965
H 1.912 -0.737 6.951
H 1.558 0.041 4.638
H 0.404 -0.079 2.532
H -1.101 -1.116 2.312
*
```

These are the Löwdin partial charges, in e, on atoms 1 to 6: 0.37 -0.05 -0.27 0.01 -0.11 0.01

Formula: C39H45AsIN5O3Ti
Source: the Open Molecules 2025 dataset
Level of theory: ωB97M-V with the def2-TZVPD basis set

Summary:
Energy in eV: -146822.8823
Strongest force on any atom in eV Å⁻¹: 1.197

```
! wB97M-V def2-TZVPD RIJCOSX def2/J DEFGRID3
* xyz 0 3
Ti -0.409 -0.207 -0.278
C -1.777 -2.821 1.095
N -0.396 -2.346 0.885
C 0.340 -3.320 0.063
C 0.293 -2.160 2.163
C 0.428 -3.220 3.045
C 1.076 -3.063 4.264
C 1.583 -1.806 4.576
C 1.448 -0.739 3.696
C 0.797 -0.888 2.462
N 0.552 0.124 1.543
C 1.323 1.302 1.589
C 2.710 1.292 1.731
C 3.465 2.458 1.763
C 2.829 3.686 1.617
C 1.450 3.715 1.428
C 0.693 2.541 1.410
N -0.708 2.537 1.176
C -1.502 2.218 2.359
C -1.239 3.670 0.453
H -1.786 -3.863 1.431
H -2.248 -2.206 1.855
H -2.341 -2.732 0.169
H 0.468 -4.269 0.592
H -0.209 -3.495 -0.859
H 1.319 -2.909 -0.176
H 0.017 -4.187 2.775
H 1.177 -3.896 4.947
H 2.086 -1.648 5.524
H 1.840 0.232 3.971
H 3.201 0.331 1.831
H 4.541 2.405 1.886
H 3.392 4.612 1.647
H 0.944 4.665 1.306
H -1.470 3.035 3.095
H -2.539 2.050 2.065
H -1.125 1.305 2.815
H -2.241 3.421 0.095
H -0.608 3.884 -0.411
H -1.319 4.586 1.059
N -1.293 2.030 -3.595
C -1.074 1.038 -2.737
O -0.620 1.294 -1.608
C -1.448 -0.372 -3.103
C -1.097 -1.402 -2.007
H -1.112 2.980 -3.313
H -1.752 1.851 -4.471
H -0.997 -0.588 -4.080
H -2.532 -0.349 -3.277
H -0.318 -2.063 -2.389
H -1.983 -2.014 -1.830
O 1.478 -0.483 -1.003
As 2.464 -0.063 -2.279
C 2.295 -1.425 -3.610
C 2.111 -1.251 -4.971
C 1.968 -2.368 -5.796
C 2.009 -3.638 -5.252
C 2.204 -3.811 -3.890
C 2.344 -2.702 -3.068
C 2.337 1.751 -2.873
C 2.058 2.162 -4.166
C 1.978 3.523 -4.455
C 2.151 4.453 -3.443
C 2.406 4.037 -2.143
C 2.499 2.681 -1.851
C 4.209 -0.200 -1.577
C 4.410 -1.060 -0.502
C 5.687 -1.179 0.035
C 6.739 -0.443 -0.500
C 6.527 0.416 -1.569
C 5.253 0.539 -2.113
H 2.086 -0.277 -5.428
H 1.821 -2.232 -6.860
H 1.887 -4.504 -5.893
H 2.236 -4.804 -3.460
H 2.476 -2.848 -2.005
H 1.895 1.463 -4.969
H 1.776 3.843 -5.469
H 2.085 5.512 -3.667
H 2.529 4.755 -1.341
H 2.690 2.381 -0.825
H 3.578 -1.591 -0.060
H 5.855 -1.838 0.878
H 7.731 -0.533 -0.074
H 7.345 0.996 -1.976
H 5.090 1.218 -2.940
N -4.276 0.050 1.362
C -3.491 0.308 0.278
O -2.275 -0.023 0.349
C -4.074 0.938 -0.856
I -5.095 -1.304 -2.153
H -3.885 -0.601 2.024
H -5.261 -0.066 1.180
H -3.435 1.271 -1.657
H -5.062 1.367 -0.780
*
```

These are the Löwdin partial charges, in e, on atoms 1 to 6: 0.99 -0.06 -0.22 -0.07 -0.20 -0.04

Short version: molecular weight = 1256.8, 2598.4, 739.2, 881.5 g/mol, in the order given.